Entry 1:
The following is a DFT calculation (wB97M-V/def2-TZVPD) of a structure of composition C17H15Cl3CoN4O2S.

Its frontier orbital gap (spin up / spin down) is 0.278 / 0.179 Ha. For the LUMO energy (spin up / spin down), the calculation gives -0.1162 / -0.2163 Ha. The calculation puts the HOMO energy (spin up / spin down) at -10.7 / -10.8 eV. As for the spin multiplicity: 5. Its total charge is +1. The expectation value of S² is 6.04. The max |F| is 0.0118 hartree/bohr. The value obtained for the molecular weight is 504.69 g mol⁻¹. For the energy above the lowest of the compared OMol25 structures with the same formula, charge and spin, the calculation gives 0.0 kJ/mol.

Last column: Löwdin charge in e.
CARTESIAN COORDINATES (ANGSTROEM)
Co: -0.587 0.811 1.144  0.41
C: 3.828 1.575 -2.253  -0.09
C: 4.159 1.589 -0.767  -0.27
N: 3.555 0.478 -0.047  -0.01
C: 2.308 0.421 0.434  -0.73
S: 1.333 1.875 0.386  0.70
N: 1.942 -0.750 0.925  0.01
N: 0.685 -0.777 1.405  -0.07
C: 0.231 -1.853 1.950  -0.25
C: 1.023 -3.103 2.126  -0.01
C: -1.176 -1.778 2.391  -0.20
C: -1.817 -2.834 3.027  0.01
C: -3.144 -2.693 3.398  -0.02
C: -3.803 -1.506 3.121  -0.03
C: -3.096 -0.498 2.488  -0.10
N: -1.820 -0.625 2.135  0.03
H: 4.285 2.430 -2.751  0.08
H: 2.749 1.630 -2.400  0.05
H: 4.198 0.666 -2.729  0.08
H: 3.825 2.518 -0.308  0.08
H: 5.235 1.522 -0.610  0.12
H: 4.046 -0.403 -0.028  0.15
H: 2.017 -2.972 1.712  0.07
H: 0.533 -3.941 1.627  0.09
H: 1.110 -3.353 3.185  0.10
H: -1.282 -3.750 3.230  0.12
H: -3.658 -3.503 3.896  0.12
H: -4.839 -1.356 3.388  0.12
H: -3.572 0.445 2.247  0.12
Cl: -0.796 1.546 -6.168  0.80
C: -1.066 1.345 -4.500  -0.63
C: -0.879 0.077 -3.931  -0.10
C: -1.094 -0.088 -2.594  -0.56
Cl: -0.850 -1.596 -1.832  0.80
C: -1.508 1.015 -1.752  -0.43
O: -1.698 0.867 -0.526  -0.11
C: -1.666 2.300 -2.397  -0.56
Cl: -2.113 3.618 -1.410  0.80
C: -1.455 2.456 -3.737  -0.10
H: -0.563 -0.750 -4.550  0.12
H: -1.576 3.420 -4.210  0.12
O: -1.710 3.189 2.936  0.20
C: -1.293 2.334 2.349  -0.01

Entry 2:
The following is a DFT calculation (wB97M-V/def2-TZVPD) of a structure of composition C41H51CsN8O6S4 in a non-equilibrium geometry.

Its frontier orbital gap is 0.190 Ha. For the LUMO energy, the calculation gives 0.1293 Ha. The calculation puts the HOMO energy at -1.7 eV. Its total charge is -2. The max |F| is 0.0231 hartree/bohr. The value obtained for the molecular weight is 1013.08 g mol⁻¹. For the energy above the lowest of the compared OMol25 structures with the same formula, charge and spin, the calculation gives 16.3 kJ/mol.

Last column: Löwdin charge in e.
CARTESIAN COORDINATES (ANGSTROEM)
Cs: 1.482 -0.219 -0.646  1.07
C: -6.480 -1.845 -1.494  -0.05
C: -5.261 -1.709 -2.417  -0.55
C: -4.690 -0.301 -2.259  -0.08
C: -5.710 -1.874 -3.876  -0.06
C: -4.233 -2.791 -2.070  -0.17
C: -4.594 -4.145 -2.201  -0.06
C: -3.714 -5.167 -1.907  -0.10
C: -2.436 -4.840 -1.466  -0.49
S: -1.104 -5.850 -1.017  1.05
C: -0.139 -4.407 -0.649  -0.50
N: -0.762 -3.293 -0.862  0.11
C: -2.051 -3.503 -1.322  -0.29
C: -2.957 -2.478 -1.628  0.06
C: 1.241 -4.541 -0.122  -0.32
C: 1.592 -5.735 0.524  -0.12
C: 2.856 -5.876 1.071  -0.14
C: 3.746 -4.806 0.976  -0.13
C: 3.363 -3.639 0.324  -0.18
C: 2.106 -3.441 -0.283  -0.14
H: -7.228 -1.086 -1.740  0.08
H: -6.185 -1.709 -0.452  0.09
H: -6.949 -2.827 -1.586  0.07
H: -5.461 0.434 -2.511  0.08
H: -3.834 -0.137 -2.911  0.08
H: -4.349 -0.103 -1.242  0.09
H: -6.444 -1.104 -4.134  0.08
H: -6.167 -2.850 -4.052  0.07
H: -4.857 -1.773 -4.549  0.09
H: -5.590 -4.403 -2.544  0.10
H: -4.017 -6.201 -2.018  0.10
H: -2.622 -1.456 -1.515  0.08
H: 0.880 -6.550 0.633  0.06
H: 3.133 -6.791 1.583  0.08
H: 4.732 -4.884 1.427  0.08
H: 4.089 -2.824 0.314  0.05
C: -3.664 3.490 -6.975  -0.07
C: -3.054 3.093 -5.656  -0.29
C: -1.691 2.860 -5.536  -0.05
C: -1.133 2.468 -4.323  -0.04
C: -1.944 2.312 -3.213  -0.25
C: -3.311 2.545 -3.314  -0.07
C: -3.856 2.931 -4.526  -0.05
S: -1.276 1.813 -1.639  0.40
O: -1.723 2.839 -0.705  -0.33
O: 0.174 1.808 -1.822  -0.61
O: -1.808 0.488 -1.383  -0.36
H: -2.911 3.893 -7.652  0.07
H: -4.437 4.248 -6.838  0.07
H: -4.130 2.635 -7.471  0.08
H: -1.050 2.983 -6.402  0.11
H: -0.071 2.282 -4.229  0.11
H: -3.938 2.423 -2.440  0.11
H: -4.924 3.112 -4.598  0.11
S: 1.400 4.844 2.699  0.51
C: 1.663 4.867 1.061  -1.19
N: 0.848 4.396 0.127  -0.04
C: 1.183 4.631 -1.268  -0.22
C: 2.701 4.765 -1.287  -0.41
S: 3.103 5.542 0.310  0.88
H: 0.012 3.882 0.383  0.11
H: 0.697 5.547 -1.619  0.12
H: 0.856 3.780 -1.860  0.09
H: 3.050 5.399 -2.100  0.07
H: 3.188 3.790 -1.331  0.05
C: -0.641 -1.171 2.082  -0.19
N: -1.371 -1.537 3.305  -0.08
C: -0.577 -1.086 4.452  -0.18
N: -0.335 0.359 4.440  -0.08
C: 0.375 0.680 3.188  -0.16
N: -0.403 0.275 2.011  -0.12
C: -1.692 0.969 2.042  -0.17
N: -2.453 0.653 3.265  -0.09
C: -2.636 -0.802 3.311  -0.19
C: -1.630 1.038 4.416  -0.19
H: -1.208 -1.488 1.203  0.11
H: 0.322 -1.689 2.064  0.12
H: 0.384 -1.603 4.439  0.13
H: -1.111 -1.346 5.372  0.11
H: 1.333 0.163 3.174  0.10
H: 0.548 1.758 3.143  0.10
H: -2.273 0.677 1.167  0.11
H: -1.521 2.046 1.993  0.12
H: -3.224 -1.109 2.442  0.12
H: -3.188 -1.058 4.220  0.11
H: -2.175 0.797 5.335  0.11
H: -1.460 2.117 4.378  0.12
C: 6.805 -1.217 1.486  -0.07
C: 6.306 -0.742 2.846  -0.17
C: 5.413 0.513 2.787  -0.31
C: 5.068 0.970 4.211  -0.18
C: 4.167 2.199 4.240  -0.07
C: 6.197 1.621 2.114  -0.45
O: 7.202 2.110 2.606  0.06
N: 5.718 2.040 0.914  0.21
C: 4.646 1.453 0.196  -0.57
O: 4.474 1.869 -0.947  -0.01
N: 3.883 0.526 0.783  0.03
C: 4.115 0.128 2.049  -0.49
O: 3.336 -0.602 2.653  0.02
H: 7.361 -2.152 1.583  0.07
H: 7.471 -0.481 1.028  0.08
H: 5.976 -1.396 0.801  0.07
H: 7.150 -0.514 3.503  0.11
H: 5.707 -1.523 3.319  0.12
H: 6.007 1.173 4.731  0.11
H: 4.573 0.131 4.704  0.12
H: 4.645 3.060 3.768  0.08
H: 3.918 2.482 5.264  0.07
H: 3.227 2.014 3.716  0.06
H: 6.235 2.756 0.427  0.15

Entry 3:
The following is a DFT calculation (wB97M-V/def2-TZVPD) of a cluster of 2 separate species, C5H3ClNO3S in total in a non-equilibrium geometry.

Its frontier orbital gap is 0.295 Ha. For the LUMO energy, the calculation gives 0.1114 Ha. The calculation puts the HOMO energy at -5.0 eV. Its total charge is -1. The max |F| is 0.0822 hartree/bohr. The value obtained for the molecular weight is 192.60 g mol⁻¹. For the energy above the lowest of the compared OMol25 structures with the same formula, charge and spin, the calculation gives 0.0 kJ/mol.

Last column: Löwdin charge in e.
CARTESIAN COORDINATES (ANGSTROEM)
C: 0.358 -0.381 -0.340  -0.05
C: 0.935 0.560 0.602  -0.07
C: 1.001 -1.433 -0.915  -0.20
C: 2.142 0.945 0.907  -0.21
C: 3.398 -1.505 -0.717  0.03
N: 2.275 -1.712 -0.810  -0.07
O: 3.097 1.567 1.006  0.18
O: -4.430 0.991 -0.728  -0.55
O: -2.288 1.843 0.007  -0.55
S: -3.547 1.300 0.390  0.41
Cl: -3.044 -0.818 1.326  -0.22
H: -0.676 -0.200 -0.542  0.07
H: 0.262 1.038 1.303  0.12
H: 0.516 -2.194 -1.491  0.11

Entry 4:
The following is a DFT calculation (wB97M-V/def2-TZVPD) of the molecule C4H4FNO in a non-equilibrium geometry.

Its frontier orbital gap is 0.386 Ha. For the LUMO energy, the calculation gives 0.0180 Ha. The calculation puts the HOMO energy at -10.0 eV. Its SMILES is O=CNCC#CF. The max |F| is 0.0879 hartree/bohr. The value obtained for the molecular weight is 101.08 g mol⁻¹. For the energy above the lowest of the compared OMol25 structures with the same formula, charge and spin, the calculation gives 298.0 kJ/mol.

Last column: Löwdin charge in e.
CARTESIAN COORDINATES (ANGSTROEM)
O: -1.348 -2.337 -0.080  0.04
C: -1.191 -1.239 0.398  -0.35
N: -1.004 -0.133 -0.420  0.02
C: -0.241 1.090 -0.066  -0.17
C: 1.218 0.795 0.046  0.03
C: 2.195 0.102 0.038  -0.12
F: 3.428 -0.220 0.065  0.14
H: -1.231 -0.852 1.403  0.13
H: -0.802 -0.379 -1.373  0.13
H: -0.511 1.466 0.820  0.07
H: -0.513 1.705 -0.831  0.09

Entry 5:
The following is a DFT calculation (wB97M-V/def2-TZVPD) of a structure of composition C11H26ORhSe2.

Its frontier orbital gap (spin up / spin down) is 0.248 / 0.248 Ha. For the LUMO energy (spin up / spin down), the calculation gives -0.1781 / -0.1781 Ha. The calculation puts the HOMO energy (spin up / spin down) at -11.6 / -11.6 eV. Its total charge is +1. The max |F| is 0.0067 hartree/bohr. The value obtained for the molecular weight is 435.15 g mol⁻¹. For the energy above the lowest of the compared OMol25 structures with the same formula, charge and spin, the calculation gives 35.2 kJ/mol.

Last column: Löwdin charge in e.
CARTESIAN COORDINATES (ANGSTROEM)
Rh: -0.147 -0.503 -0.526  0.53
C: -2.389 -1.789 1.576  -0.31
Se: -0.715 -2.355 0.776  1.09
C: 0.463 -2.118 2.313  -0.47
C: 0.502 -0.671 2.754  -0.46
Se: 1.039 0.461 1.243  1.08
C: -0.049 1.999 1.727  -0.30
H: -2.553 -2.356 2.489  0.05
H: -3.158 -2.014 0.842  0.04
H: -2.366 -0.714 1.735  0.03
H: 1.437 -2.472 1.976  0.08
H: 0.111 -2.778 3.105  0.09
H: 1.226 -0.514 3.551  0.09
H: -0.473 -0.315 3.083  0.07
H: 0.138 2.228 2.773  0.05
H: -1.089 1.753 1.528  0.03
H: 0.278 2.825 1.102  0.04
C: 2.526 -0.929 -3.458  -0.06
C: 1.335 -0.819 -2.506  -0.53
C: 0.070 -1.437 -3.110  -0.07
C: 1.603 -1.396 -1.138  -0.30
H: 2.288 -0.480 -4.423  0.09
H: 2.774 -1.981 -3.617  0.09
H: 3.404 -0.430 -3.051  0.09
H: 1.148 0.275 -2.380  0.12
H: 0.259 -2.477 -3.387  0.10
H: -0.262 -0.891 -3.993  0.10
H: -0.795 -1.462 -2.420  0.05
H: 2.531 -1.026 -0.705  0.05
H: 1.626 -2.486 -1.151  0.07
C: -3.770 1.697 -1.351  -0.06
C: -2.367 1.189 -1.615  -0.58
C: -1.385 2.340 -1.784  -0.06
O: -1.981 0.336 -0.563  -0.40
H: -4.117 2.336 -2.165  0.09
H: -3.785 2.273 -0.423  0.08
H: -4.461 0.860 -1.249  0.08
H: -2.375 0.632 -2.563  0.12
H: -1.422 2.996 -0.909  0.08
H: -1.613 2.938 -2.667  0.09
H: -0.361 1.958 -1.897  0.05

Which energy belongs to each record? In order, -4187.66371 -4095.55197 -1331.18669 -384.56206 -5423.06468 a.u..